# C9H12FN2O2

A gas-phase ion, C9H12FN2O2 (charge +1) (ωB97M-V/def2-TZVPD, the Open Molecules 2025 dataset).

Highest occupied orbital energy   -12.2 eV

Geometry as ORCA input:
```
! RIJCOSX wB97M-V def2-TZVPD def2/J DEFGRID3
* xyz 1 1
N 2.144 -2.426 0.140
C 2.866 -1.277 -0.528
C 2.657 0.185 0.183
C 1.684 1.181 -0.742
C 0.160 1.000 -0.087
C -1.007 0.066 -0.800
C -2.440 -0.053 -0.008
C -3.589 -1.023 -0.687
O -4.136 -1.951 0.145
O -4.015 -0.990 -2.099
F -4.319 0.287 -2.311
C -2.635 0.775 1.404
C -1.387 1.684 2.005
N -0.069 1.727 1.244
H 1.424 -2.114 0.828
H 1.658 -3.037 -0.580
H 2.544 -1.269 -1.655
H 4.031 -1.522 -0.458
H 2.125 -0.022 1.229
H 3.677 0.734 0.467
H 1.678 0.879 -1.875
H 2.023 2.308 -0.688
H -0.736 -0.454 -1.824
H -3.628 0.739 2.024
H -1.435 2.283 3.015
H 0.723 2.290 1.658
*
```

Mulliken population analysis, charges in e, atoms 1 to 6: atom 1 (N): -0.5903, atom 2 (C): -0.3918, atom 3 (C): -0.4329, atom 4 (C): -0.7973, atom 5 (C): 0.2957, atom 6 (C): -0.4840